This record from the OMol25 dataset describes 2 unconnected molecules or ions with the total composition C6H16NO2 in a non-equilibrium geometry. The level of theory is the ωB97M-V functional and the def2-TZVPD basis.

Last column: Löwdin charge in e.
Geometry (Å):
O -1.087 -1.927 2.399  -0.068
O -0.089 3.213 1.410  0.038
N 0.538 0.589 1.815  0.039
C 0.017 0.153 -0.622  -0.356
C -0.412 0.900 0.685  -0.334
C 1.615 -1.485 -1.754  -0.082
C 0.995 -1.022 -0.385  -0.225
C -0.479 2.428 0.391  -0.279
C -1.182 -0.264 -1.524  -0.040
H 2.201 -0.774 -2.319  0.071
H -0.585 -1.208 1.964  -0.015
H 0.114 2.584 -0.518  0.122
H -1.433 -1.252 -1.135  0.088
H 0.248 1.282 2.505  0.074
H 0.620 0.893 -1.140  0.108
H 1.776 -0.825 0.331  0.088
H -2.037 0.375 -1.304  0.072
H 0.757 -1.941 -2.243  0.061
H 2.220 -2.326 -1.411  0.068
H -1.555 2.691 0.207  0.163
H -0.889 -0.154 -2.554  0.075
H -1.827 -1.454 2.762  0.018
H -1.383 0.454 0.923  0.124
H 0.420 -1.860 0.047  0.109
H 1.434 0.929 1.472  0.081

Strongest force on any atom, hartree/bohr: 0.0575
Relative energy (zero: lowest compared OMol25 entry of this formula, charge and spin), kcal per mole: 5.5
LUMO energy (alpha / beta), eV: 0.749 / -1.884
Multiplicity: 2
HOMO-LUMO gap (alpha / beta), eV: 10.855 / 8.130
E, Eh: -443.3372